ORCA calculation (ωB97M-V/def2-TZVPD) on C30H68F6NO30S2Tl as an isolated structure in a non-equilibrium geometry.

Computed properties:
largest force on an atom = 0.0917 hartree/bohr
highest occupied orbital energy = -0.3076 Eh
HOMO-LUMO gap = 2.90 eV
energy relative to the best compared isomer or geometry (same formula, charge and spin) = 46.89 kcal per mole
M = 1305.36 g mol⁻¹
calculated total energy = -137781.151 eV
multiplicity = 1

Cartesian coordinates (Å):
Tl  -4.11709  -3.20944  -0.67728
C  -1.36266  1.14990  -0.31969
C  -1.92847  -0.20263  -0.23680
C  -0.85923  -1.38867  -0.11182
O  -1.23413  -2.52067  -0.37081
C  0.52450  -1.04576  0.32074
C  0.87352  0.29791  0.39907
C  -0.06678  1.38043  0.00508
O  0.23072  2.64294  -0.00010
O  2.08848  0.56095  0.66499
O  -3.12423  -0.44846  -0.26470
H  -2.07094  1.95108  -0.47091
H  1.18177  -1.87274  0.55379
C  7.56038  -2.15100  3.03068
F  6.76547  -2.81358  3.84868
F  8.22345  -1.13789  3.60292
F  8.49714  -3.02978  2.60315
S  6.65907  -1.41422  1.46033
O  7.21645  -0.12540  1.18706
O  6.75946  -2.38491  0.41999
N  5.08716  -1.06160  2.16227
S  4.26146  -2.40499  1.87015
O  3.67674  -2.40866  0.51391
O  4.98183  -3.61096  2.21111
C  2.85707  -2.44163  3.21442
F  2.09288  -1.33967  3.05032
F  2.10683  -3.53016  3.02465
F  3.43114  -2.50148  4.39386
C  6.15262  1.26949  -2.02341
C  4.80306  0.71010  -2.08961
O  4.48479  0.07122  -0.82654
O  6.27595  2.19986  -0.94132
H  6.46855  1.71833  -2.96602
H  6.72833  0.36503  -1.81374
H  4.77795  -0.02352  -2.89830
H  4.09324  1.47884  -2.40293
H  3.70057  -0.44703  -1.01919
H  7.11649  2.64590  -1.07069
C  2.09158  4.47017  2.63032
C  3.05826  4.67310  3.74535
O  4.30468  4.09269  3.39753
O  2.02338  3.09322  2.35618
H  2.35146  4.98910  1.70479
H  1.11566  4.90698  2.85485
H  2.76703  4.06610  4.60563
H  3.09609  5.70544  4.09758
H  4.89622  4.26593  4.13391
H  1.21126  2.94831  1.86280
C  -1.87247  -3.21042  -3.83874
C  -3.15975  -3.75715  -4.48341
O  -4.01540  -4.25276  -3.50892
O  -2.21384  -2.28146  -2.82169
H  -1.35222  -2.51330  -4.49848
H  -1.10093  -3.84611  -3.40133
H  -2.80799  -4.61248  -5.06301
H  -3.60786  -2.94147  -5.05140
H  -4.77090  -4.64976  -3.94947
H  -1.43047  -1.73397  -2.73115
C  -7.31017  -2.65008  1.57557
C  -6.86934  -1.19508  1.37597
O  -5.93305  -1.08733  0.29097
O  -6.32113  -3.64660  1.32860
H  -8.12579  -2.84550  0.87724
H  -7.69159  -2.79975  2.58614
H  -6.34792  -0.74571  2.22398
H  -7.66017  -0.45788  1.22756
H  -5.77179  -0.14572  0.17869
H  -6.56461  -4.38717  1.88882
C  -2.44622  -2.81090  2.83584
C  -2.65873  -4.37109  2.91038
O  -2.80923  -4.91746  1.60255
O  -3.49923  -2.17751  2.12630
H  -1.53778  -2.56737  2.28360
H  -2.49574  -2.36036  3.82779
H  -3.54279  -4.69152  3.46258
H  -1.78034  -4.89818  3.28462
H  -2.35219  -5.76026  1.55890
H  -3.69363  -1.33554  2.55368
C  1.89337  -1.63116  -3.35587
C  1.19330  -0.48130  -4.01559
O  -0.14705  -0.58154  -3.54491
O  2.20367  -1.23904  -1.98719
H  2.84770  -1.84968  -3.83587
H  1.29380  -2.54153  -3.37009
H  1.05718  -0.70352  -5.07561
H  1.67031  0.48216  -3.83729
H  -0.57787  0.20345  -3.89637
H  1.71077  -1.75585  -1.34611
C  -2.10711  5.06005  -1.59906
C  -1.09538  4.65352  -2.69276
O  -0.98141  3.27045  -2.80246
O  -1.60896  4.78410  -0.31628
H  -3.07522  4.56311  -1.69261
H  -2.36841  6.11506  -1.69117
H  -0.08983  5.04140  -2.52474
H  -1.47642  5.06578  -3.62760
H  -0.73936  2.85950  -1.96870
H  -1.22355  3.90375  -0.37103
C  -4.85888  2.68276  0.55075
C  -5.36079  2.40046  -0.87958
O  -5.03987  1.12741  -1.36853
O  -5.51991  1.89157  1.50816
H  -4.96670  3.76613  0.62909
H  -3.78709  2.48656  0.56765
H  -4.79789  3.13015  -1.46845
H  -6.38519  2.65263  -1.15573
H  -4.23276  0.80227  -0.95374
H  -6.42061  2.22349  1.55535
C  2.55174  5.46867  -1.81835
C  3.01931  4.02765  -1.99538
O  2.99368  3.38945  -0.72161
O  3.63158  6.32405  -1.37858
H  1.68020  5.45069  -1.16044
H  2.13005  6.01439  -2.66590
H  3.96609  3.95744  -2.53013
H  2.29639  3.47771  -2.60257
H  2.08850  3.11520  -0.54804
H  3.23655  7.15787  -1.11237
C  2.39880  -5.73782  -1.62305
C  1.63786  -4.61228  -0.87446
O  0.25009  -4.77950  -0.83407
O  2.14683  -5.69108  -3.01840
H  2.20567  -6.75311  -1.27494
H  3.48224  -5.66294  -1.52005
H  1.81855  -3.66814  -1.39338
H  2.07440  -4.48790  0.11874
H  -0.22166  -4.03778  -0.44380
H  2.91900  -5.24434  -3.37303
C  -2.74193  1.04571  4.03986
C  -1.67701  1.66320  3.15137
O  -0.89933  2.63462  3.82976
O  -3.61649  0.31983  3.23145
H  -3.42744  1.80617  4.41757
H  -2.26783  0.48365  4.84411
H  -2.14034  2.05376  2.24163
H  -1.00294  0.96031  2.65902
H  -1.38184  3.46274  3.89260
H  -4.24646  0.99131  2.95427

Atom charges from the Löwdin analysis, given in e for atoms 1 to 4: 1.18, 0.08, -0.25, -0.22

ORCA calculation (ωB97M-V/def2-TZVPD) on C31H52BCaF4N5S2Si2 as an isolated structure in a non-equilibrium geometry.

Computed properties:
largest force on an atom = 0.0241 hartree/bohr
highest occupied orbital energy = -0.2097 Eh
HOMO-LUMO gap = 4.99 eV
energy relative to the best compared isomer or geometry (same formula, charge and spin) = 19.53 kcal per mole
M = 741.98 g mol⁻¹
calculated total energy = -107863.889 eV
multiplicity = 1

Cartesian coordinates (Å):
Ca  0.85077  -0.94892  -0.53445
C  -1.34379  -2.39688  1.24865
C  -2.22100  -1.23115  0.78301
N  -1.48479  -0.24169  -0.02124
C  -2.15971  0.13429  -1.27656
C  -2.07100  -0.97143  -2.31683
N  -0.72744  -1.58513  -2.37167
C  -0.75879  -3.05419  -2.32339
C  -1.21942  -3.55139  -0.95384
N  -0.49368  -2.89699  0.15334
H  -1.99067  -3.18175  1.66079
H  -0.67703  -2.06923  2.04948
H  -2.68490  -0.76221  1.65539
H  -3.04384  -1.62000  0.17900
H  -1.35399  0.62096  0.49931
H  -1.64055  1.03812  -1.61064
H  -3.21434  0.38691  -1.10375
H  -2.34760  -0.56551  -3.29316
H  -2.79355  -1.76356  -2.10722
H  -0.23426  -1.28983  -3.20647
H  0.24945  -3.41957  -2.52249
H  -1.41894  -3.47592  -3.09206
H  -1.08813  -4.63498  -0.90961
H  -2.28643  -3.36843  -0.82268
H  0.20278  -3.53295  0.52434
S  0.99895  0.30942  2.17932
C  2.54879  0.85045  2.40913
N  2.96194  1.55624  3.44867
C  4.39045  1.79412  3.66343
C  5.13404  0.54075  3.27486
N  4.84724  0.27396  1.86428
C  5.89358  -0.42398  1.09924
C  6.24998  -1.72960  1.76754
C  7.56753  -2.02259  2.08631
C  7.89468  -3.23806  2.67686
C  6.90037  -4.16145  2.95434
C  5.57801  -3.87149  2.63588
C  5.25412  -2.66263  2.04370
C  3.64316  0.52849  1.36201
S  3.28127  0.58758  -0.23788
C  2.05146  2.14205  4.44516
C  2.18183  1.45471  5.77921
C  1.76913  0.13051  5.91895
C  1.91040  -0.51822  7.13423
C  2.46021  0.14952  8.22299
C  2.86710  1.46707  8.09172
C  2.72915  2.11599  6.87019
H  4.53145  2.01280  4.72036
H  4.71714  2.65580  3.07471
H  4.84053  -0.30595  3.90090
H  6.21079  0.67418  3.37380
H  6.76551  0.23083  1.03688
H  5.51398  -0.58533  0.09154
H  8.34617  -1.30039  1.86879
H  8.92593  -3.46032  2.91792
H  7.15224  -5.10907  3.41219
H  4.79967  -4.59656  2.83527
H  4.22541  -2.45423  1.76975
H  1.04106  2.06122  4.05232
H  2.30440  3.20145  4.52381
H  1.33683  -0.38357  5.06810
H  1.58602  -1.54557  7.23718
H  2.56577  -0.35821  9.17271
H  3.29041  1.99265  8.93755
H  3.04058  3.14981  6.76867
C  -0.12246  3.88616  -3.63617
Si  0.94693  2.84925  -2.48318
C  2.64194  3.69463  -2.51206
C  1.27164  1.21415  -3.40368
C  0.18719  2.52515  -0.90666
Si  -0.55419  3.70926  0.20619
C  0.62005  4.63912  1.37367
C  -1.78725  2.92962  1.43410
C  -1.53284  5.06635  -0.66313
H  0.31527  3.93126  -4.63719
H  -0.23285  4.91213  -3.27973
H  -1.12550  3.45795  -3.71782
H  3.03704  3.85982  -3.51785
H  3.36753  3.09005  -1.95814
H  2.57725  4.66275  -2.00512
H  1.92752  1.32906  -4.26952
H  0.33307  0.76530  -3.74551
H  1.77566  0.51695  -2.72348
H  0.69857  1.74267  -0.33308
H  1.15236  3.92022  2.00952
H  0.11245  5.35759  2.02419
H  1.37597  5.17611  0.79319
H  -1.31437  2.12825  2.01138
H  -2.66553  2.52474  0.91841
H  -2.14852  3.66582  2.15779
H  -0.87050  5.77983  -1.15953
H  -2.14115  5.62965  0.04984
H  -2.19449  4.64654  -1.42461
F  2.39091  -2.49184  0.18833
B  2.91262  -2.86910  -1.13128
F  2.20389  -1.96273  -2.02760
F  4.25378  -2.64620  -1.17655
F  2.52347  -4.15659  -1.39568

Atom charges from the Löwdin analysis, given in e for atoms 1 to 4: 1.19, -0.21, -0.19, -0.15

ORCA calculation (ωB97M-V/def2-TZVPD) on H12IO6 as an isolated structure in a non-equilibrium geometry.

Computed properties:
largest force on an atom = 0.1104 hartree/bohr
highest occupied orbital energy = -0.1788 Eh
HOMO-LUMO gap = 8.26 eV
energy relative to the best compared isomer or geometry (same formula, charge and spin) = 200.50 kcal per mole
M = 234.99 g mol⁻¹
charge = -1
calculated total energy = -20575.900 eV
multiplicity = 1

Cartesian coordinates (Å):
I  -0.11317  0.11657  -0.10575
O  2.46219  1.51682  -0.23764
H  1.56488  1.19023  -0.30405
H  2.97975  0.90455  -0.76059
O  -0.42634  -0.83774  2.38123
H  -0.02311  -0.11507  2.86225
H  -0.28753  -0.61963  1.45961
O  0.09549  1.99994  -2.11957
H  0.67174  1.74816  -2.84123
H  0.19894  1.30028  -1.47457
O  2.15197  -1.05020  1.04947
H  2.28755  -1.99394  0.96444
H  1.27579  -0.90068  0.69423
O  -2.27981  0.37038  -1.55238
H  -1.59505  0.22765  -0.89895
H  -3.09697  0.19437  -1.08603
O  -1.86542  -1.72204  0.57608
H  -1.26508  -0.98542  0.69114
H  -2.73581  -1.34425  0.70231

Atom charges from the Löwdin analysis, given in e for atoms 1 to 4: 1.54, -0.15, -0.21, 0.02